DFT (ωB97M-V with the def2-TZVPD basis set) results for 10 unconnected molecules or ions with the total composition C55H113N3O17S7.

Geometry as XYZ:
```
195
Properties=species:S:1:pos:R:3:lowdin_charge:R:1
C -1.2003 -5.1152 -2.7793 -0.20
C -1.1162 -5.3083 -1.2397 -0.20
C -0.2813 -6.6552 -1.0135 -0.18
S 1.1586 -6.3749 -2.1154 0.67
O 1.6256 -7.6270 -2.6980 -0.35
O 2.1021 -5.5472 -1.4316 -0.33
C 0.2119 -5.4018 -3.3823 -0.20
H -1.4710 -4.1359 -3.1741 0.10
H -1.8626 -5.8347 -3.2607 0.11
H -2.0928 -5.3230 -0.7559 0.10
H -0.5274 -4.4675 -0.8729 0.09
H -0.9256 -7.3839 -1.5055 0.10
H 0.0019 -6.8291 0.0246 0.09
H 0.1365 -6.1537 -4.1678 0.09
H 0.8382 -4.5851 -3.7413 0.10
C -6.4895 1.6374 -2.1496 -0.24
C -7.0593 0.8754 -3.3713 -0.20
C -6.7374 -0.6443 -3.1461 -0.18
S -7.0531 -0.8831 -1.3226 0.73
O -5.9303 -1.5774 -0.7000 -0.36
O -8.4497 -1.2801 -0.9974 -0.37
C -6.9962 0.9692 -0.9234 -0.20
H -6.8826 2.6504 -2.2356 0.12
H -5.3997 1.6354 -2.1671 0.09
H -6.7629 1.3190 -4.3218 0.10
H -8.1396 1.0159 -3.4082 0.11
H -5.6483 -0.6871 -3.1629 0.08
H -7.1418 -1.4318 -3.7820 0.10
H -6.5527 1.0964 0.0642 0.11
H -8.0609 1.1523 -0.7788 0.09
C -1.0280 6.1734 2.7077 -0.27
C -1.8272 7.4849 2.8360 -0.26
C -2.4676 7.4602 4.2403 -0.24
S -2.8250 5.7477 4.5904 0.62
O -4.1830 5.6053 4.1780 -0.35
O -2.3824 5.4020 5.9227 -0.34
C -1.8418 4.9668 3.2682 -0.21
H -0.1314 6.2554 3.3220 0.09
H -0.8700 5.9785 1.6469 0.06
H -2.6289 7.5156 2.0983 0.10
H -1.1114 8.2726 2.6011 0.08
H -3.3510 8.0628 4.4516 0.10
H -1.8423 7.6182 5.1190 0.09
H -2.5026 4.6139 2.4764 0.08
H -1.2063 4.2748 3.8207 0.08
C 4.5533 -2.7978 -0.6491 -0.22
C 4.0061 -1.8594 0.4414 -0.20
C 4.9913 -0.6496 0.5279 -0.14
S 6.7163 -1.4627 0.1974 0.73
O 7.5089 -1.5623 1.4024 -0.35
O 7.3287 -0.8780 -1.0133 -0.38
C 6.0416 -3.1615 -0.3009 -0.16
H 4.4134 -2.1786 -1.5352 0.09
H 3.9153 -3.6494 -0.8853 0.09
H 3.9468 -2.4998 1.3215 0.12
H 2.9764 -1.5766 0.2226 0.09
H 4.9399 -0.0011 1.4025 0.08
H 4.8717 0.0271 -0.3182 0.05
H 6.1075 -3.6692 0.6614 0.09
H 6.6630 -3.6073 -1.0775 0.10
C -0.2241 1.2775 5.6064 -0.18
C 0.5174 1.4725 4.2715 -0.22
C 0.6722 0.0991 3.5960 -0.25
S 0.9748 -1.0595 4.9007 0.70
O 2.4111 -1.3374 4.9786 -0.34
O 0.1077 -2.2112 4.7632 -0.35
C 0.4165 0.0280 6.3599 -0.15
H -1.2612 1.0728 5.3408 0.11
H -0.1823 2.1476 6.2616 0.11
H 1.4874 1.9542 4.3945 0.10
H -0.0420 2.0427 3.5299 0.09
H 1.4293 -0.0788 2.8322 0.09
H -0.2059 -0.2418 3.0477 0.09
H 1.3403 0.3084 6.8660 0.09
H -0.2315 -0.6051 6.9660 0.09
C 3.3083 5.3563 2.5409 -0.27
C 4.3849 5.2655 1.4155 -0.23
C 4.9402 3.8093 1.5178 -0.19
S 3.4320 2.7528 1.8338 0.64
O 3.7665 1.9593 2.9800 -0.33
O 2.9764 2.1824 0.5677 -0.35
C 2.3766 4.1696 2.3725 -0.23
H 2.7169 6.2620 2.4062 0.06
H 3.7194 5.3435 3.5503 0.10
H 5.1067 6.0764 1.5130 0.10
H 4.1051 5.4783 0.3838 0.09
H 5.5699 3.6755 2.3974 0.09
H 5.6314 3.5867 0.7050 0.08
H 1.7000 3.8897 3.1799 0.08
H 1.7805 4.3936 1.4878 0.08
C -2.7931 2.1389 -5.2401 -0.22
C -3.7672 2.1634 -6.4797 -0.21
C -2.7582 2.4196 -7.6087 -0.22
S -1.3339 1.2930 -7.3313 0.68
O -0.0753 1.9466 -7.5635 -0.33
O -1.6504 -0.0206 -7.8375 -0.32
C -1.4984 1.3357 -5.5074 -0.19
H -3.3998 1.6803 -4.4593 0.07
H -2.5425 3.1646 -4.9693 0.11
H -4.6740 2.7574 -6.3658 0.11
H -4.2443 1.1834 -6.4713 0.10
H -2.3558 3.4282 -7.5149 0.10
H -3.2273 2.2845 -8.5833 0.10
H -0.6035 1.7032 -5.0051 0.08
H -1.6688 0.2898 -5.2519 0.09
C -1.4632 -1.5904 0.1705 -0.02
C -0.8021 -0.5820 -0.8402 -0.43
C -1.7279 -0.4267 -2.0699 -0.12
C -2.8690 0.6375 -1.8435 -0.14
C -2.1332 1.9517 -1.3958 -0.13
C -1.3332 1.8263 -0.0874 -0.50
N -0.3891 0.7261 -0.2829 -0.12
O 0.4974 0.5894 0.7106 -0.02
C -0.4929 3.1367 -0.0215 -0.02
C -2.2541 1.6921 1.0651 -0.02
C 0.4153 -1.3629 -1.4168 -0.03
H -1.8894 -2.3704 -0.4604 0.07
H -2.3112 -1.1758 0.7156 0.07
H -0.7459 -1.9020 0.9298 0.07
H -1.0566 -0.2656 -2.9133 0.10
H -2.2543 -1.3425 -2.3390 0.10
H -3.5064 0.3152 -1.0202 0.09
H -3.4768 0.7395 -2.7426 0.06
H -2.9084 2.6984 -1.2239 0.10
H -1.6056 2.3714 -2.2523 0.11
H 0.3182 2.8990 0.6668 0.05
H 0.0003 3.2294 -0.9891 0.08
H -0.9947 4.0601 0.2676 0.06
H -2.7658 2.6503 1.1551 0.08
H -2.9911 0.8894 1.0407 0.08
H -1.8022 1.7004 2.0570 0.08
H 0.3361 -2.1088 -2.2076 0.08
H 0.8720 -1.8515 -0.5561 0.06
H 1.3254 -0.8048 -1.6370 0.07
H 1.2934 0.4994 0.1815 0.08
C 3.0408 4.4576 -2.7862 -0.05
C 3.1832 3.4749 -3.9493 -0.49
C 4.1026 4.0143 -5.0620 -0.12
C 5.5604 3.8301 -4.6234 -0.22
C 5.8506 2.3639 -4.3535 -0.11
C 4.9163 1.7054 -3.2112 -0.42
N 3.5086 2.0955 -3.5495 -0.10
O 2.5888 1.5666 -2.6521 -0.01
C 5.0751 0.1519 -3.3599 -0.03
C 5.4251 2.0779 -1.8260 -0.04
C 1.7968 3.4041 -4.5751 -0.07
H 2.1329 4.3703 -2.1894 0.07
H 3.0768 5.5127 -3.0574 0.08
H 3.8995 4.3776 -2.1197 0.06
H 4.1412 3.4697 -6.0054 0.12
H 4.0502 5.0950 -5.1944 0.12
H 5.8101 4.4751 -3.7809 0.10
H 6.2513 4.2604 -5.3484 0.11
H 6.8947 2.2839 -4.0509 0.11
H 5.8330 1.8593 -5.3195 0.11
H 4.9760 -0.2599 -4.3642 0.08
H 6.0596 -0.2334 -3.0948 0.07
H 4.3484 -0.4016 -2.7651 0.05
H 4.6043 2.1405 -1.1116 0.04
H 6.2786 1.4825 -1.5017 0.08
H 5.6967 3.1335 -1.8306 0.07
H 1.7390 2.5843 -5.2912 0.08
H 1.4756 4.3491 -5.0133 0.09
H 0.8955 3.1450 -4.0196 0.06
H 2.7483 2.0483 -1.8371 0.05
C -2.3756 -6.9009 6.2452 -0.03
C -1.2175 -6.3956 5.4057 -0.49
C -0.7164 -7.4727 4.4618 -0.15
C -1.5603 -7.7095 3.2451 -0.17
C -1.9555 -6.3896 2.4913 -0.15
C -2.5672 -5.4200 3.4599 -0.48
N -1.7310 -5.2125 4.6425 -0.14
O -2.0324 -4.1496 5.4236 0.00
C -2.5325 -4.0407 2.6530 -0.03
C -4.0653 -5.7742 3.7671 -0.01
C 0.0203 -6.0843 6.2455 -0.04
H -1.9940 -7.3346 7.1695 0.08
H -2.9040 -7.6845 5.7022 0.07
H -3.1413 -6.1943 6.5653 0.09
H 0.3286 -7.3508 4.1767 0.12
H -0.9042 -8.3969 5.0082 0.12
H -2.4682 -8.2734 3.4592 0.10
H -0.9823 -8.2832 2.5205 0.10
H -2.5641 -6.4443 1.5887 0.11
H -1.0141 -6.0081 2.0960 0.11
H -3.1662 -3.2999 3.1406 0.08
H -1.5440 -3.6142 2.4829 0.07
H -3.0393 -4.0663 1.6884 0.07
H -4.4492 -5.8046 2.7474 0.08
H -4.0999 -6.7670 4.2155 0.06
H -4.5379 -5.0152 4.3904 0.09
H -0.2115 -5.2040 6.8450 0.08
H 0.8670 -5.7231 5.6619 0.09
H 0.3608 -6.8791 6.9092 0.09
H -1.2542 -3.6197 5.2359 0.05
```

Properties
HOMO energy (spin up / spin down)	-0.13 / -6.17	eV
frontier orbital gap (spin up / spin down)	1.5 / 7.5	eV
spin multiplicity	2
total energy	-173981.2216	eV
M	1312.982	g/mol
maximum force	0.0854	Eh/bohr
charge	-1